Entry 1:
ORCA calculation (the ωB97M-V functional and the def2-TZVPD basis) on C31H25BrCoF6N7OSb as an isolated structure.

The calculation puts the total energy at -6450.9974 Eh. Its energy relative to the best compared isomer or geometry (same formula, charge and spin) is 5.2 kcal per mole. As for the net charge: +1. Its frontier orbital gap is 7.56 eV. The value obtained for the LUMO energy is -3.261 eV.

Structure (XYZ):
```
73
C31H25BrCoF6N7OSb, DFT the ωB97M-V functional and the def2-TZVPD basis
Co -0.257 0.063 0.771
Br -3.986 2.115 6.584
C -2.749 1.806 5.193
C -1.371 1.832 5.471
C -0.445 1.609 4.484
C -0.858 1.322 3.168
O 0.054 1.110 2.260
C -2.247 1.321 2.890
C -2.713 1.250 1.546
N -2.013 0.849 0.535
C -2.461 1.127 -0.796
C -3.628 0.665 -1.384
C -3.845 0.906 -2.738
C -2.882 1.532 -3.521
C -1.702 1.993 -2.944
C -0.516 2.448 -3.693
C 0.652 2.766 -3.126
C 0.764 2.898 -1.642
N -0.392 2.293 -0.968
C -1.570 1.846 -1.573
C -3.181 1.582 3.918
H -1.039 2.037 6.480
H 0.616 1.640 4.692
H -3.716 1.625 1.342
H -4.346 0.099 -0.803
H -4.758 0.554 -3.197
H -3.035 1.635 -4.588
H -0.594 2.456 -4.774
H 1.508 3.041 -3.727
H 0.957 3.924 -1.323
H -4.238 1.604 3.685
C -0.562 -2.195 5.359
C -1.268 -2.809 4.146
C -1.078 -2.005 2.943
N -0.911 -1.368 2.009
H -0.719 -2.845 6.218
H -0.970 -1.211 5.586
H 0.505 -2.094 5.179
H -2.345 -2.887 4.310
H -0.896 -3.811 3.926
F 1.509 -0.643 0.997
Sb 3.039 -0.103 2.259
F 3.658 0.665 0.623
F 2.747 1.680 2.759
F 4.474 -0.126 3.456
F 1.847 -0.816 3.526
F 3.674 -1.759 1.642
N 1.548 1.927 -0.816
C 0.422 1.457 -0.288
H 2.489 1.887 -0.426
C -1.787 -2.774 -1.910
C -1.513 -1.976 -0.824
N -0.507 -1.086 -0.826
C 0.260 -0.986 -1.915
C 0.036 -1.729 -3.071
C -1.017 -2.634 -3.054
C 0.775 -1.513 -4.329
C 2.059 -1.246 -4.575
C 3.214 -1.138 -3.671
C 4.470 -0.895 -4.211
C 5.534 -0.832 -3.327
N 5.381 -1.003 -2.020
C 4.139 -1.235 -1.601
N 3.047 -1.303 -2.355
H -2.607 -3.476 -1.866
H -2.115 -2.023 0.071
H 1.073 -0.282 -1.886
H -1.237 -3.222 -3.936
H 0.143 -1.611 -5.207
H 2.321 -1.138 -5.623
H 4.614 -0.769 -5.276
H 6.542 -0.642 -3.680
H 4.003 -1.380 -0.537
```



Entry 2:
ORCA calculation (the ωB97M-V functional and the def2-TZVPD basis) on C31H25CrN2O4 as an isolated structure at a distorted geometry.

The calculation puts the total energy at -2650.4725 Eh. The expectation value of S² is 3.793. Its energy relative to the best compared isomer or geometry (same formula, charge and spin) is 72.0 kcal per mole. As for the net charge: +2. Its frontier orbital gap (spin up / spin down) is 6.11 / 3.41 eV. The value obtained for the LUMO energy (spin up / spin down) is -5.842 / -10.124 eV. The spin multiplicity is 4.

Structure (XYZ):
```
63
C31H25CrN2O4, DFT the ωB97M-V functional and the def2-TZVPD basis
H -0.973 -1.876 -3.269
C -2.189 -3.268 1.376
H -2.612 -4.270 1.186
C -0.800 -3.179 1.290
C -0.129 -2.014 1.693
N -0.836 -1.079 2.412
C -0.244 -0.228 3.392
C 1.124 0.104 3.370
C 1.663 0.835 4.431
C 0.876 1.191 5.532
C 1.414 2.049 6.644
C -0.470 0.819 5.554
C -1.026 0.131 4.493
C -2.221 -1.043 2.269
C -2.879 -2.015 1.526
C -4.012 -1.433 0.667
N -4.421 -2.202 -0.403
O -4.446 -0.305 0.901
H -0.247 -4.019 0.868
H 0.938 -1.874 1.521
H 1.754 -0.178 2.535
H 2.686 1.201 4.364
H 0.970 1.730 7.598
H 2.503 1.933 6.700
H 1.193 3.128 6.543
H -1.095 1.149 6.378
H -2.076 -0.155 4.557
H -2.690 -0.166 2.729
H -3.982 -3.087 -0.639
H -4.974 -1.773 -1.149
O 3.447 3.479 0.528
C 3.467 2.557 -0.188
Cr 3.387 0.942 -1.151
C 1.582 0.837 -0.574
O 0.541 0.851 -0.034
C 3.895 0.259 0.537
O 4.129 -0.056 1.639
C 5.236 1.035 -2.248
C 4.286 1.885 -2.852
C 3.034 1.351 -3.211
C 2.769 -0.035 -3.122
C 1.469 -0.500 -3.566
C 0.322 -0.612 -3.953
C -1.019 -1.183 -4.088
C -2.209 -0.249 -3.816
C -3.514 -0.736 -3.989
C -4.611 0.121 -4.029
C -4.426 1.493 -3.843
C -3.160 1.980 -3.513
C -2.067 1.099 -3.458
C 3.638 -0.802 -2.316
C 4.913 -0.303 -1.934
H 6.205 1.457 -1.962
H 4.483 2.959 -3.013
H 2.241 1.979 -3.630
H -1.091 -1.799 -5.018
H -3.660 -1.797 -4.175
H -5.607 -0.272 -4.255
H -5.277 2.161 -3.947
H -3.036 3.051 -3.326
H -1.079 1.481 -3.207
H 3.309 -1.801 -2.010
H 5.601 -0.938 -1.344
```



Entry 3:
ORCA calculation (the ωB97M-V functional and the def2-TZVPD basis) on an isolated ion of composition C31H25FO3P and charge +1 at a distorted geometry.

The calculation puts the total energy at -1863.0537 Eh. Its energy relative to the best compared isomer or geometry (same formula, charge and spin) is 0.0 kcal per mole. As for the net charge: +1. Its frontier orbital gap is 9.92 eV. The value obtained for the LUMO energy is -2.085 eV.

Structure (XYZ):
```
61
C31H25FO3P, DFT the ωB97M-V functional and the def2-TZVPD basis
C -4.545 0.732 -3.230
C -4.728 0.513 -1.860
C -3.617 0.524 -1.004
C -2.367 0.786 -1.565
O -1.180 0.457 -0.898
P 0.114 0.351 -0.026
O 1.348 1.200 -0.629
C 2.656 0.766 -1.000
C 3.714 0.725 -0.092
C 4.984 0.366 -0.558
C 5.171 0.059 -1.907
C 4.115 0.160 -2.817
C 2.852 0.536 -2.355
O 0.582 -1.147 -0.064
C 0.421 -2.154 -1.071
C 0.923 -3.366 -0.643
C 0.708 -4.506 -1.414
C 0.017 -4.377 -2.624
C -0.440 -3.135 -3.067
C -0.206 -1.978 -2.297
C -2.187 1.133 -2.894
C -3.287 1.060 -3.743
H -5.412 0.680 -3.894
H -5.722 0.301 -1.457
H -3.696 0.285 0.056
H 3.567 0.987 0.952
H 5.822 0.307 0.140
H 6.176 -0.222 -2.224
H 4.241 -0.053 -3.882
H 2.040 0.640 -3.069
H 1.451 -3.358 0.309
H 1.094 -5.455 -1.042
H -0.156 -5.260 -3.235
H -0.970 -3.035 -4.015
H -0.514 -1.001 -2.672
H -1.205 1.457 -3.242
H -3.141 1.324 -4.788
F -1.886 -2.929 3.476
C -2.181 -1.632 3.124
C -3.454 -1.133 3.378
C -3.719 0.198 3.034
C -2.755 0.984 2.391
C -1.514 0.416 2.090
C -0.418 1.223 1.373
C 0.725 1.766 2.242
C 1.386 2.926 1.820
C 2.474 3.404 2.558
C 2.875 2.748 3.732
C 2.157 1.636 4.183
C 1.065 1.159 3.454
C -1.208 -0.895 2.450
H -4.207 -1.757 3.852
H -4.714 0.614 3.199
H -2.960 2.027 2.104
H -0.858 2.087 0.834
H 1.028 3.442 0.921
H 3.045 4.266 2.201
H 3.775 3.070 4.265
H 2.458 1.103 5.082
H 0.485 0.303 3.808
H -0.226 -1.330 2.250
```



Entry 4:
ORCA calculation (the ωB97M-V functional and the def2-TZVPD basis) on C31H25N11OS4Ti as an isolated structure at a distorted geometry.

The calculation puts the total energy at -4316.2156 Eh. Its energy relative to the best compared isomer or geometry (same formula, charge and spin) is 14.2 kcal per mole. As for the net charge: 0. Its frontier orbital gap (spin up / spin down) is 6.22 / 6.22 eV. The value obtained for the LUMO energy (spin up / spin down) is -0.377 / -0.383 eV.

Structure (XYZ):
```
73
C31H25N11OS4Ti, DFT the ωB97M-V functional and the def2-TZVPD basis
Ti 0.148 -0.188 -0.096
C -3.302 4.067 0.729
N -2.976 2.775 0.133
C -2.189 1.835 0.655
N -1.790 1.012 -0.303
C -2.405 1.504 -1.415
N -3.121 2.574 -1.197
C -2.132 5.011 0.535
C -1.527 5.667 1.596
C -0.370 6.413 1.388
C 0.219 6.470 0.136
C -0.388 5.807 -0.927
C -1.574 5.114 -0.729
C 0.253 5.681 -2.234
N 1.426 6.028 -2.634
N 1.591 5.477 -3.903
C 0.501 4.856 -4.173
O -0.407 4.952 -3.171
C 0.134 3.932 -5.261
C -0.843 4.247 -6.198
C -1.286 3.270 -7.076
C -0.797 1.973 -6.984
C 0.173 1.653 -6.045
C 0.654 0.227 -5.870
N 0.896 -0.061 -4.464
C 0.014 -0.178 -3.466
N 0.648 -0.123 -2.310
C 1.957 0.033 -2.670
N 2.140 0.088 -3.962
C 0.660 2.649 -5.205
H -3.501 3.909 1.788
H -4.216 4.416 0.251
H -1.913 1.762 1.692
H -2.326 1.060 -2.392
H -1.935 5.578 2.596
H 0.099 6.916 2.224
H 1.153 6.993 -0.019
H -2.030 4.595 -1.558
H -1.260 5.245 -6.230
H -2.043 3.508 -7.811
H -1.190 1.203 -7.638
H 1.603 0.049 -6.371
H -0.078 -0.481 -6.259
H -1.043 -0.332 -3.614
H 2.760 0.106 -1.957
H 1.413 2.424 -4.460
C -3.085 -3.260 -3.295
C -1.841 -3.882 -3.254
C -0.909 -3.536 -2.292
C -1.218 -2.551 -1.347
C -2.475 -1.949 -1.371
C -3.399 -2.298 -2.347
N -0.255 -2.100 -0.430
N 0.633 -3.050 -0.080
C 1.757 -2.520 0.381
C 2.769 -3.375 0.907
C 3.951 -2.840 1.305
C 4.152 -1.441 1.200
C 3.141 -0.661 0.729
N 1.942 -1.166 0.321
H -3.809 -3.539 -4.050
H -1.595 -4.644 -3.984
H 0.065 -4.002 -2.258
H -2.738 -1.239 -0.601
H -4.376 -1.830 -2.348
H 2.547 -4.430 0.967
H 4.735 -3.471 1.705
H 5.080 -0.982 1.507
H 3.226 0.414 0.661
S 1.293 2.047 -0.210
S 0.754 2.652 1.717
S 0.991 0.980 2.862
S -0.490 -0.366 2.270
```